{"formula": "C70H177N11O24", "method": "ωB97M-V/def2-TZVPD", "homo_ev": -8.21, "lumo_energy_ev": 0.7, "elements": ["C", "O", "C", "C", "N", "C", "C", "O", "C", "H", "H", "H", "H", "H", "H", "H", "H", "H", "H", "H", "H", "H", "H", "H", "C", "O", "C", "C", "N", "C", "C", "O", "C", "H", "H", "H", "H", "H", "H", "H", "H", "H", "H", "H", "H", "H", "H", "H", "C", "O", "C", "C", "N", "C", "C", "O", "C", "H", "H", "H", "H", "H", "H", "H", "H", "H", "H", "H", "H", "H", "H", "H", "C", "O", "C", "C", "N", "C", "C", "O", "C", "H", "H", "H", "H", "H", "H", "H", "H", "H", "H", "H", "H", "H", "H", "H", "C", "O", "C", "C", "N", "C", "C", "O", "C", "H", "H", "H", "H", "H", "H", "H", "H", "H", "H", "H", "H", "H", "H", "H", "C", "O", "C", "C", "N", "C", "C", "O", "C", "H", "H", "H", "H", "H", "H", "H", "H", "H", "H", "H", "H", "H", "H", "H", "C", "O", "C", "C", "N", "C", "C", "O", "C", "H", "H", "H", "H", "H", "H", "H", "H", "H", "H", "H", "H", "H", "H", "H", "C", "O", "C", "C", "N", "C", "C", "O", "C", "H", "H", "H", "H", "H", "H", "H", "H", "H", "H", "H", "H", "H", "H", "H", "C", "O", "C", "C", "N", "C", "C", "O", "C", "H", "H", "H", "H", "H", "H", "H", "H", "H", "H", "H", "H", "H", "H", "H", "C", "O", "C", "C", "N", "C", "C", "O", "C", "H", "H", "H", "H", "H", "H", "H", "H", "H", "H", "H", "H", "H", "H", "H", "C", "O", "C", "C", "N", "C", "C", "O", "C", "H", "H", "H", "H", "H", "H", "H", "H", "H", "H", "H", "H", "H", "H", "H", "C", "C", "O", "H", "H", "H", "H", "H", "H", "C", "C", "O", "H", "H", "H", "H", "H", "H"], "xyz": [[24.41, -14.71, 20.00], [23.78, -15.98, 20.00], [22.40, -15.85, 20.38], [21.67, -17.14, 20.03], [21.61, -17.45, 18.58], [21.01, -16.51, 17.66], [19.55, -16.04, 17.77], [18.61, -16.96, 17.25], [18.40, -18.15, 17.88], [23.98, -13.95, 19.37], [25.43, -14.93, 19.60], [24.47, -14.25, 21.00], [21.94, -15.00, 19.92], [22.36, -15.76, 21.48], [20.62, -17.00, 20.35], [22.12, -17.95, 20.58], [22.56, -17.59, 18.29], [21.14, -17.03, 16.71], [21.56, -15.60, 17.53], [19.48, -15.16, 17.12], [19.30, -15.65, 18.77], [18.99, -18.99, 17.35], [17.35, -18.41, 17.93], [18.69, -18.09, 18.92], [20.97, -18.55, 25.02], [19.77, -17.76, 25.05], [18.73, -18.54, 25.61], [17.42, -17.84, 25.29], [17.37, -16.60, 26.05], [16.15, -15.80, 25.92], [16.38, -14.48, 26.65], [17.45, -13.78, 26.05], [18.06, -12.91, 26.94], [20.76, -19.49, 24.48], [21.28, -18.74, 26.05], [21.72, -17.88, 24.56], [18.80, -18.61, 26.68], [18.79, -19.59, 25.22], [16.63, -18.48, 25.57], [17.31, -17.74, 24.20], [18.09, -16.00, 25.66], [15.30, -16.34, 26.37], [15.90, -15.49, 24.86], [16.58, -14.56, 27.70], [15.48, -13.89, 26.54], [18.06, -13.24, 27.98], [17.52, -11.94, 26.95], [19.09, -12.78, 26.60], [17.19, -7.64, 18.41], [17.67, -7.40, 19.70], [18.74, -6.54, 19.71], [19.01, -6.14, 21.15], [19.52, -7.34, 21.87], [19.56, -7.05, 23.34], [19.94, -8.25, 24.14], [19.09, -9.26, 23.83], [19.50, -10.49, 24.34], [16.83, -6.72, 17.95], [16.26, -8.22, 18.46], [17.88, -8.19, 17.78], [18.48, -5.72, 19.04], [19.70, -7.00, 19.31], [18.04, -5.87, 21.65], [19.70, -5.31, 21.16], [18.88, -8.06, 21.63], [18.72, -6.57, 23.75], [20.31, -6.30, 23.46], [20.03, -7.95, 25.20], [20.95, -8.56, 23.76], [18.84, -11.26, 23.96], [19.46, -10.64, 25.45], [20.52, -10.72, 24.03], [22.39, -13.57, 24.26], [22.57, -12.30, 23.60], [22.09, -12.21, 22.26], [22.30, -10.72, 21.78], [23.70, -10.39, 21.73], [24.44, -10.69, 20.52], [25.93, -10.56, 20.67], [26.35, -11.48, 21.64], [27.72, -11.37, 21.90], [23.31, -14.18, 24.15], [21.59, -14.17, 23.90], [22.32, -13.33, 25.36], [21.02, -12.40, 22.17], [22.71, -12.91, 21.64], [21.79, -9.99, 22.42], [21.95, -10.58, 20.79], [24.23, -10.75, 22.54], [24.21, -9.92, 19.80], [24.12, -11.67, 20.10], [26.17, -9.56, 20.97], [26.43, -10.76, 19.70], [28.27, -11.77, 21.04], [27.90, -11.99, 22.78], [28.12, -10.38, 22.03], [19.76, -19.30, 21.60], [19.15, -20.23, 22.56], [19.87, -21.45, 22.60], [19.33, -22.37, 23.65], [19.41, -21.81, 25.03], [18.71, -22.71, 25.95], [19.22, -22.48, 27.36], [20.48, -23.02, 27.58], [21.03, -22.59, 28.80], [19.78, -19.70, 20.55], [20.76, -19.03, 21.90], [19.06, -18.46, 21.53], [20.93, -21.13, 22.77], [19.81, -21.98, 21.62], [19.80, -23.38, 23.63], [18.31, -22.54, 23.38], [20.40, -21.78, 25.32], [18.76, -23.80, 25.66], [17.65, -22.36, 25.99], [18.52, -22.87, 28.16], [19.15, -21.40, 27.56], [20.38, -22.82, 29.67], [21.23, -21.49, 28.86], [22.00, -23.13, 28.99], [24.81, -18.51, 16.54], [24.27, -18.69, 17.83], [24.71, -19.91, 18.41], [24.20, -19.97, 19.83], [24.52, -18.82, 20.59], [24.26, -18.85, 22.04], [24.69, -17.52, 22.62], [24.76, -17.59, 24.12], [25.88, -18.39, 24.53], [25.88, -18.25, 16.50], [24.25, -17.71, 16.04], [24.59, -19.44, 16.00], [25.77, -19.82, 18.48], [24.36, -20.74, 17.81], [24.67, -20.89, 20.21], [23.07, -20.24, 19.83], [24.17, -17.97, 20.19], [24.79, -19.70, 22.46], [23.22, -19.08, 22.31], [24.05, -16.69, 22.40], [25.64, -17.21, 22.19], [26.08, -18.25, 25.60], [26.78, -18.00, 24.03], [25.78, -19.46, 24.28], [11.74, -13.45, 16.91], [12.60, -12.50, 16.32], [13.33, -11.66, 17.22], [14.56, -11.19, 16.54], [15.57, -12.22, 16.34], [16.37, -12.50, 17.48], [16.63, -13.98, 17.60], [15.41, -14.67, 17.84], [15.57, -16.03, 18.13], [10.99, -13.06, 17.65], [12.23, -14.27, 17.43], [11.12, -13.91, 16.16], [13.53, -12.24, 18.15], [12.71, -10.76, 17.47], [14.98, -10.41, 17.19], [14.40, -10.75, 15.56], [14.96, -12.95, 16.10], [15.89, -12.04, 18.34], [17.31, -11.99, 17.28], [17.29, -14.13, 18.47], [17.15, -14.40, 16.72], [16.44, -16.06, 18.81], [15.92, -16.61, 17.23], [14.70, -16.51, 18.56], [16.86, -10.38, 20.91], [17.64, -10.71, 19.74], [19.00, -10.44, 19.99], [19.76, -10.75, 18.69], [20.16, -12.17, 18.66], [21.01, -12.57, 17.52], [20.41, -12.16, 16.21], [19.13, -12.78, 16.03], [18.54, -12.56, 14.78], [16.89, -9.29, 21.11], [17.28, -11.07, 21.72], [15.85, -10.66, 20.68], [19.48, -11.00, 20.80], [19.04, -9.37, 20.12], [20.66, -10.14, 18.83], [19.18, -10.38, 17.83], [19.33, -12.77, 18.60], [21.05, -13.65, 17.57], [22.04, -12.22, 17.64], [21.13, -12.41, 15.39], [20.30, -11.07, 16.15], [17.66, -13.21, 14.59], [19.26, -12.81, 13.94], [18.19, -11.52, 14.63], [12.77, -15.65, 24.96], [13.16, -14.36, 25.41], [12.11, -13.78, 26.21], [12.29, -12.33, 26.44], [12.20, -11.66, 25.17], [12.51, -10.25, 25.20], [13.93, -9.81, 25.40], [14.75, -10.07, 24.25], [16.14, -9.75, 24.51], [13.61, -16.03, 24.33], [11.87, -15.62, 24.36], [12.61, -16.34, 25.82], [12.10, -14.31, 27.17], [11.17, -14.01, 25.74], [13.24, -12.23, 26.97], [11.52, -12.00, 27.12], [12.71, -12.20, 24.51], [11.94, -9.77, 26.00], [12.07, -9.87, 24.30], [14.36, -10.28, 26.29], [13.87, -8.71, 25.61], [16.66, -9.92, 23.53], [16.61, -10.33, 25.28], [16.26, -8.69, 24.70], [15.29, -13.37, 23.01], [15.12, -14.71, 22.52], [14.97, -14.81, 21.12], [13.59, -14.45, 20.58], [12.53, -15.32, 21.16], [11.27, -15.41, 20.48], [10.37, -16.43, 21.28], [10.23, -15.88, 22.57], [9.83, -16.83, 23.54], [16.10, -12.93, 22.40], [15.49, -13.37, 24.10], [14.31, -12.79, 22.87], [15.29, -15.81, 20.89], [15.69, -14.11, 20.62], [13.51, -14.63, 19.48], [13.37, -13.41, 20.73], [12.32, -15.01, 22.15], [11.43, -15.76, 19.46], [10.72, -14.45, 20.41], [10.86, -17.41, 21.25], [9.41, -16.59, 20.79], [8.79, -17.12, 23.40], [9.97, -16.32, 24.46], [10.42, -17.73, 23.63], [22.78, -16.02, 26.75], [22.03, -16.92, 27.54], [20.78, -16.34, 28.01], [20.33, -17.36, 28.98], [21.04, -17.08, 30.20], [20.89, -18.17, 31.13], [21.66, -17.91, 32.39], [23.03, -18.09, 32.12], [23.71, -17.07, 32.83], [23.73, -16.47, 26.38], [22.91, -15.11, 27.32], [22.23, -15.66, 25.91], [20.12, -16.17, 27.16], [20.99, -15.36, 28.49], [20.61, -18.31, 28.47], [19.23, -17.31, 29.21], [22.07, -16.94, 30.03], [21.07, -19.13, 30.58], [19.83, -18.17, 31.47], [21.40, -18.59, 33.21], [21.36, -16.87, 32.68], [24.00, -16.20, 32.24], [24.69, -17.50, 33.15], [23.19, -16.79, 33.70], [18.80, -14.38, 21.23], [19.01, -14.84, 22.66], [19.77, -16.03, 22.78], [19.76, -14.25, 20.74], [18.39, -13.35, 21.19], [18.00, -14.98, 20.71], [18.08, -14.92, 23.19], [19.46, -14.01, 23.11], [19.57, -16.46, 23.63], [15.50, -19.07, 21.91], [14.62, -18.02, 22.49], [13.29, -18.16, 22.07], [15.71, -18.96, 20.82], [15.01, -20.08, 22.05], [16.45, -19.12, 22.40], [14.90, -17.00, 22.27], [14.69, -18.05, 23.61], [13.00, -17.31, 21.72]], "mulliken_charge": [-1.12, -0.64, 1.77, 0.61, 0.46, -1.69, 1.31, -0.54, -0.54, 0.25, 0.42, 0.33, 0.08, -0.19, -0.45, -1.09, 0.06, 0.46, 0.91, -0.53, -0.01, 0.26, 0.38, 0.02, 0.04, 0.24, -0.38, -0.84, -0.12, 0.78, -1.93, 0.41, -0.68, -0.50, 0.02, 0.01, 0.14, -0.29, 0.95, -0.25, -0.07, 0.61, -0.90, 1.00, 0.10, 0.40, 0.13, 0.07, -0.93, -0.22, -0.41, -0.77, -0.09, -1.12, -0.46, 0.16, -0.32, 0.56, 0.10, 0.34, 0.54, 0.12, 0.37, 0.39, 0.09, 0.49, 0.52, 0.27, 0.25, -0.28, 0.29, 0.32, -0.56, -0.55, 1.92, -0.02, -0.20, 0.19, -0.95, -0.19, -0.88, 0.34, 0.10, 0.24, -0.42, -0.46, -0.82, -0.03, 0.39, 0.34, -0.27, 0.45, 0.40, 0.34, 0.21, 0.33, 0.41, -0.26, -0.21, -1.51, 0.16, -0.74, -0.41, -0.36, -0.56, 0.69, -0.43, -0.52, 0.22, 0.39, 0.49, 0.45, 0.18, 0.37, 0.33, 0.49, 0.08, 0.30, 0.10, 0.27, -0.95, -0.21, -0.94, -0.31, -0.21, 0.24, -0.31, -0.06, -0.95, 0.29, 0.25, 0.35, 0.40, 0.49, 0.49, 0.05, -0.02, 0.69, -0.29, -0.47, 0.44, 0.26, 0.37, 0.33, -0.65, -0.42, 0.23, -0.82, -0.24, 0.39, 0.58, -0.26, -0.78, 0.31, 0.12, 0.39, -0.28, 0.48, 0.03, 0.53, 0.44, -0.12, -0.70, -0.78, 0.66, -0.13, 0.55, 0.40, -0.29, 0.72, 0.46, -1.71, 1.36, 0.14, -1.05, 0.27, -0.99, 0.51, -0.61, 0.40, 0.04, -0.70, 0.47, 0.39, -1.08, -0.88, 0.48, 0.70, 0.36, 0.26, 0.27, 0.34, 0.06, 0.34, -1.07, -0.43, -0.24, -1.32, -0.31, -0.06, -0.29, -0.16, -0.44, 0.41, 0.37, 0.45, 0.24, 0.47, 0.20, 0.50, 0.42, 0.32, 0.34, -0.31, 0.10, 0.50, 0.12, 1.71, 0.61, -0.81, 1.15, -0.52, -0.87, -0.32, -0.96, -0.31, -0.32, -0.15, 0.39, -1.19, -0.40, 0.20, -0.47, 0.35, 0.33, 0.30, 0.53, 0.33, 0.34, 0.35, -0.27, -0.32, -0.40, -0.20, -0.28, -0.34, -0.57, -0.32, -0.74, 0.17, 0.46, -0.28, -0.10, 0.66, -0.18, 0.42, 0.31, 0.04, 0.32, 0.36, 0.38, 0.25, 0.26, 0.38, 0.92, 0.71, 1.42, -0.28, -0.43, -0.16, -0.53, -0.40, -0.73, -0.94, 1.82, -0.73, 0.15, 0.36, 0.02, -1.43, 0.11, 0.36]}